1.
Computed, not measured: a 2-piece molecular cluster, C3H6N2O overall in a non-equilibrium geometry, with the ωB97M-V functional and the def2-TZVPD basis.

Energy above the lowest of the compared OMol25 structures with the same formula, charge and spin   54.82 kcal per mole
Structure (SMILES)   N#CC=O.CN
LUMO level   -1.10 eV
E_HOMO   -0.33764 Ha
Total energy   -8234.3214 eV

Each line ends with the Mulliken charge.
Geometry (Å):
N: 1.59036 0.21039 -1.95925  -0.3059
C: 1.46117 0.82067 -0.98498  0.2528
C: 1.30964 1.63215 0.23896  0.0871
O: 1.18402 1.13305 1.32630  -0.3820
H: 1.32782 2.72024 0.07275  0.3230
C: -1.50001 -0.71462 0.11261  -0.6787
N: -0.33771 -1.52658 0.44108  -0.6261
H: -1.28656 0.25064 -0.38386  0.2047
H: -2.06006 -0.49757 1.02794  0.2862
H: -2.16333 -1.28018 -0.54948  0.3024
H: 0.28379 -1.01162 1.05789  0.2693
H: 0.19088 -1.73657 -0.39995  0.2672

---

2.
Computed, not measured: one molecule with the formula C3H5NO2, with the ωB97M-V functional and the def2-TZVPD basis.

Energy above the lowest of the compared OMol25 structures with the same formula, charge and spin   71.55 kcal per mole
Structure (SMILES)   C=CONC=O
LUMO level   0.84 eV
E_HOMO   -0.34085 Ha
Total energy   -8774.5920 eV

Each line ends with the Mulliken charge.
Geometry (Å):
C: 0.51167 0.70560 -1.97978  -0.6826
C: 0.59526 -0.07721 -0.91618  0.1075
O: 0.68819 0.46944 0.34926  -0.2300
N: 0.22821 -0.42382 1.30640  -0.2670
C: -1.12961 -0.36513 1.57070  0.1135
O: -1.95701 0.10640 0.83065  -0.4736
H: 0.44223 1.78463 -1.87892  0.2386
H: 0.49431 0.27248 -2.97293  0.2452
H: 0.63140 -1.16554 -0.93111  0.3610
H: 0.85828 -0.42257 2.10056  0.2668
H: -1.36292 -0.88428 2.52135  0.3206

---

3.
Computed, not measured: one molecule with the formula C3H6N2O in a non-equilibrium geometry, with the ωB97M-V functional and the def2-TZVPD basis.

Energy above the lowest of the compared OMol25 structures with the same formula, charge and spin   42.05 kcal per mole
Structure (SMILES)   C/N=C/NC=O
LUMO level   0.85 eV
E_HOMO   -0.32804 Ha
Total energy   -8234.8751 eV

Each line ends with the Mulliken charge.
Geometry (Å):
C: 1.32405 -0.22280 -1.42679  -0.7708
N: 0.53113 -0.27449 -0.24944  -0.3785
C: 0.07969 0.74517 0.35345  -0.0417
N: -0.88891 0.51750 1.32004  -0.1148
C: -1.46867 -0.78396 1.16706  0.0256
O: -2.42895 -1.15806 1.79383  -0.5281
H: 0.73362 -0.58806 -2.28002  0.2548
H: 1.66406 0.79346 -1.64389  0.3061
H: 2.17857 -0.89494 -1.30347  0.2434
H: 0.35955 1.78014 0.12436  0.3253
H: -1.35207 1.29511 1.77840  0.2422
H: -0.73207 -1.20906 0.36648  0.4365